Density functional theory data (ωB97M-V/def2-TZVPD) for a single C2H8N4S molecule at a distorted geometry.

Results
**Net charge**: 0
**Highest occupied orbital energy**: -0.29568 Eh
**SMILES string**: CN/C(=N\N)NS
**F_max**: 2.76 eV Å⁻¹
**Gap between HOMO and LUMO**: 8.780 eV
**ΔE to the lowest compared entry with this formula, charge and spin**: 31.3 kJ/mol

CARTESIAN COORDINATES (ANGSTROEM)
C  -0.1612  1.6448  -0.2225
N  0.0463  0.6505  0.8238
C  0.1168  -0.6468  0.3948
N  -0.8326  -1.4178  -0.0735
N  -2.1032  -0.8407  -0.1631
N  1.3945  -1.2478  0.3684
S  2.8431  -0.4089  -0.0357
H  -0.3352  2.6154  0.2503
H  -1.0765  1.3481  -0.7133
H  0.6466  1.7583  -0.9623
H  0.8220  0.8626  1.4279
H  -2.5196  -0.6048  0.7362
H  -2.7249  -1.5505  -0.5590
H  1.3303  -2.1860  0.0378
H  2.5535  0.0235  -1.3099

Results of the natural (NBO) charge analysis, in e, for atoms 1 through 8: atom 1 (C): -0.417, atom 2 (N): -0.650, atom 3 (C): 0.517, atom 4 (N): -0.357, atom 5 (N): -0.679, atom 6 (N): -0.766, atom 7 (S): 0.172, atom 8 (H): 0.202

***

Density functional theory data (ωB97M-V/def2-TZVPD) for a single C2H8N6 molecule at a distorted geometry.

Results
**Net charge**: 0
**Highest occupied orbital energy**: -0.30845 Eh
**SMILES string**: Cn1nn[nH]n(C)[nH]1
**F_max**: 4.08 eV Å⁻¹
**Gap between HOMO and LUMO**: 9.271 eV
**ΔE to the lowest compared entry with this formula, charge and spin**: 623.4 kJ/mol

CARTESIAN COORDINATES (ANGSTROEM)
C  0.8890  -2.1294  0.5441
N  1.0265  -1.0327  -0.5313
N  2.1636  0.0141  -0.0740
N  1.8006  1.1464  0.1864
N  0.5483  1.5450  0.2594
N  -0.5448  0.6680  0.2985
C  -1.7111  1.2818  -0.2777
N  -0.1088  -0.3553  -0.8354
H  1.4355  -2.9615  0.1488
H  1.1456  -1.7035  1.6001
H  -0.1351  -2.3758  0.5256
H  0.3295  2.4638  0.2657
H  -1.4914  2.0660  -0.9687
H  -2.2321  0.4971  -0.6862
H  -2.2706  1.8831  0.5195
H  -0.8449  -1.0071  -0.9749

Results of the natural (NBO) charge analysis, in e, for atoms 1 through 8: atom 1 (C): -0.449, atom 2 (N): -0.168, atom 3 (N): -0.068, atom 4 (N): 0.000, atom 5 (N): -0.285, atom 6 (N): -0.176, atom 7 (C): -0.427, atom 8 (N): -0.363

***

Density functional theory data (ωB97M-V/def2-TZVPD) for 3 unconnected molecules or ions with the total composition C2H8N6 at a distorted geometry.

Results
**Net charge**: 0
**Highest occupied orbital energy (spin up / spin down)**: -0.27341 / -0.27352 Eh
**F_max**: 4.29 eV Å⁻¹
**Gap between HOMO and LUMO (spin up / spin down)**: 6.715 / 6.720 eV
**ΔE to the lowest compared entry with this formula, charge and spin**: 395.8 kJ/mol

CARTESIAN COORDINATES (ANGSTROEM)
C  0.5919  -0.8712  -1.1196
N  -0.4005  -1.7908  -0.9078
N  1.1231  -0.3334  0.0932
N  1.7029  0.8782  0.1761
N  1.0745  -0.6616  -2.2766
H  -1.1051  -1.5630  -0.2128
H  -0.7407  -2.2087  -1.7590
H  2.1780  1.1130  -0.6969
H  1.8866  -0.0526  -2.2791
N  -0.5844  1.6757  1.3253
C  -1.1125  0.5212  1.4067
N  -2.0528  -0.2465  1.2027
H  -0.7206  2.4547  1.9478
H  0.6284  1.6803  0.6430
H  -2.9928  -0.0556  1.5400
H  0.5237  -0.5397  0.9172

Results of the natural (NBO) charge analysis, in e, for atoms 1 through 8: atom 1 (C): 0.544, atom 2 (N): -0.834, atom 3 (N): -0.411, atom 4 (N): -0.671, atom 5 (N): -0.764, atom 6 (H): 0.400, atom 7 (H): 0.399, atom 8 (H): 0.350

***

Density functional theory data (ωB97M-V/def2-TZVPD) for 2 unconnected molecules or ions with the total composition C2H8NO at a distorted geometry.

Results
**Net charge**: -1
**Highest occupied orbital energy**: -0.08408 Eh
**F_max**: 1.17 eV Å⁻¹
**Gap between HOMO and LUMO**: 6.303 eV
**ΔE to the lowest compared entry with this formula, charge and spin**: 97.4 kJ/mol

CARTESIAN COORDINATES (ANGSTROEM)
O  0.8770  0.9992  2.9245
H  0.2776  1.0074  2.1673
C  0.8646  -0.7348  -0.9954
N  0.2448  0.4190  -0.3540
C  -1.1916  0.2796  -0.2423
H  1.8865  -0.8403  -0.6140
H  0.3197  -1.6776  -0.8180
H  0.9398  -0.6236  -2.0726
H  0.5791  0.3455  0.6116
H  -1.7054  0.6293  -1.1524
H  -1.5476  0.9265  0.5580
H  -1.5444  -0.7300  -0.0126

Results of the natural (NBO) charge analysis, in e, for atoms 1 through 8: atom 1 (O): -1.337, atom 2 (H): 0.359, atom 3 (C): -0.412, atom 4 (N): -0.627, atom 5 (C): -0.416, atom 6 (H): 0.202, atom 7 (H): 0.149, atom 8 (H): 0.163

***

Density functional theory data (ωB97M-V/def2-TZVPD) for 2 unconnected molecules or ions with the total composition C2H8NO.

Results
**Net charge**: 0
**Highest occupied orbital energy (spin up / spin down)**: -0.19669 / -0.37229 Eh
**F_max**: 0.94 eV Å⁻¹
**Spin multiplicity**: 2
**Gap between HOMO and LUMO (spin up / spin down)**: 6.220 / 10.979 eV
**ΔE to the lowest compared entry with this formula, charge and spin**: 15.8 kJ/mol

CARTESIAN COORDINATES (ANGSTROEM)
O  -0.0011  -2.0270  -1.2710
H  0.7031  -2.4820  -1.7520
H  -0.7954  -2.3582  -1.7075
H  -1.5581  0.7777  1.1357
C  -0.9265  0.0157  0.6583
C  0.4607  0.5432  0.6281
N  0.6074  1.8948  0.3636
H  -1.3221  -0.0697  -0.3634
H  -1.0271  -0.9150  1.2029
H  1.3493  -0.0633  0.5773
H  -0.2217  2.4575  0.2934
H  1.4993  2.3387  0.2842

Results of the natural (NBO) charge analysis, in e, for atoms 1 through 8: atom 1 (O): -0.932, atom 2 (H): 0.468, atom 3 (H): 0.467, atom 4 (H): 0.189, atom 5 (C): -0.659, atom 6 (C): -0.065, atom 7 (N): -0.824, atom 8 (H): 0.196

***

Density functional theory data (ωB97M-V/def2-TZVPD) for 2 unconnected molecules or ions with the total composition C2H8NO at a distorted geometry.

Results
**Net charge**: +1
**Highest occupied orbital energy**: -0.55914 Eh
**F_max**: 4.94 eV Å⁻¹
**Gap between HOMO and LUMO**: 11.587 eV
**ΔE to the lowest compared entry with this formula, charge and spin**: 352.9 kJ/mol

CARTESIAN COORDINATES (ANGSTROEM)
C  -0.4359  0.8319  1.2484
C  0.1830  -0.8359  -0.7402
N  -0.3010  0.4605  -0.1926
O  1.3471  -0.6329  -1.5072
H  0.1540  1.7637  1.5920
H  -1.4399  0.9651  1.5296
H  -0.0251  -0.0194  1.9097
H  0.2447  -1.5940  0.7195
H  -0.6417  -1.3815  -1.2422
H  0.3877  1.0421  -0.6333
H  -1.1790  0.8400  -0.6243
H  1.7061  -1.4397  -2.0594

Results of the natural (NBO) charge analysis, in e, for atoms 1 through 8: atom 1 (C): -0.444, atom 2 (C): 0.166, atom 3 (N): -0.562, atom 4 (O): -0.723, atom 5 (H): 0.267, atom 6 (H): 0.241, atom 7 (H): 0.256, atom 8 (H): 0.118

***

Density functional theory data (ωB97M-V/def2-TZVPD) for a gas-phase ion, C2H8NO (charge +1) at a distorted geometry.

Results
**Net charge**: +1
**Highest occupied orbital energy**: -0.59151 Eh
**SMILES string**: [NH3+]CCO
**F_max**: 4.86 eV Å⁻¹
**Gap between HOMO and LUMO**: 12.369 eV
**ΔE to the lowest compared entry with this formula, charge and spin**: 197.4 kJ/mol

CARTESIAN COORDINATES (ANGSTROEM)
N  -0.4008  0.4697  -1.1956
C  0.7464  -0.2389  -0.5699
C  0.1753  -0.4631  1.0998
O  -1.1073  0.1227  1.1744
H  -0.5535  0.1064  -2.1463
H  -0.2412  1.4904  -1.4419
H  -1.0503  0.2177  -0.3428
H  0.8748  -1.2225  -0.9319
H  1.5806  0.3235  -0.3882
H  0.0806  -1.5278  1.3952
H  1.0025  -0.3079  1.7938
H  -1.1071  1.0298  1.5535

Results of the natural (NBO) charge analysis, in e, for atoms 1 through 8: atom 1 (N): -0.743, atom 2 (C): -0.256, atom 3 (C): -0.121, atom 4 (O): -0.686, atom 5 (H): 0.448, atom 6 (H): 0.450, atom 7 (H): 0.479, atom 8 (H): 0.240

***

Density functional theory data (ωB97M-V/def2-TZVPD) for 2 unconnected molecules or ions with the total composition C2H8NO at a distorted geometry.

Results
**Net charge**: +1
**Highest occupied orbital energy**: -0.54462 Eh
**F_max**: 4.83 eV Å⁻¹
**Gap between HOMO and LUMO**: 10.527 eV
**ΔE to the lowest compared entry with this formula, charge and spin**: 325.8 kJ/mol

CARTESIAN COORDINATES (ANGSTROEM)
C  -1.3060  0.3743  0.4649
C  -1.1587  -0.8692  0.9123
N  -0.4185  0.7574  -0.6422
H  -1.9126  1.3437  0.5951
H  -2.0380  -1.5531  1.1853
H  -0.1289  -0.9970  0.9309
H  0.3667  0.4853  -0.1570
H  -0.3607  1.8102  -0.9880
H  -0.6300  0.0437  -1.3117
H  2.8278  -0.5518  -1.1242
H  2.5627  -0.4981  0.5409
O  2.1960  -0.3453  -0.4064

Results of the natural (NBO) charge analysis, in e, for atoms 1 through 8: atom 1 (C): -0.032, atom 2 (C): -0.393, atom 3 (N): -0.724, atom 4 (H): 0.239, atom 5 (H): 0.291, atom 6 (H): 0.216, atom 7 (H): 0.463, atom 8 (H): 0.471

***

Density functional theory data (ωB97M-V/def2-TZVPD) for 2 unconnected molecules or ions with the total composition C2H8NO at a distorted geometry.

Results
**Net charge**: +1
**Highest occupied orbital energy**: -0.48865 Eh
**F_max**: 2.23 eV Å⁻¹
**Gap between HOMO and LUMO**: 9.261 eV
**ΔE to the lowest compared entry with this formula, charge and spin**: 110.3 kJ/mol

CARTESIAN COORDINATES (ANGSTROEM)
N  -1.8826  1.3297  0.8799
H  -1.2229  1.0623  0.1121
H  -1.7657  0.6872  1.6616
H  -1.6321  2.2638  1.1959
H  -2.8219  1.2781  0.4905
C  1.9849  -1.1382  -0.3408
C  0.9632  -0.3903  -0.0020
O  -0.2232  -0.2436  -0.7048
H  2.8212  -1.4889  0.2319
H  1.9387  -1.7454  -1.2558
H  0.9891  0.2458  0.8619
H  -0.2801  -0.9374  -1.3779

Results of the natural (NBO) charge analysis, in e, for atoms 1 through 8: atom 1 (N): -0.875, atom 2 (H): 0.484, atom 3 (H): 0.454, atom 4 (H): 0.451, atom 5 (H): 0.456, atom 6 (C): -0.459, atom 7 (C): 0.107, atom 8 (O): -0.750

***

Density functional theory data (ωB97M-V/def2-TZVPD) for 2 unconnected molecules or ions with the total composition C2H8NO2 at a distorted geometry.

Results
**Net charge**: -1
**Highest occupied orbital energy**: -0.09957 Eh
**F_max**: 2.20 eV Å⁻¹
**Gap between HOMO and LUMO**: 7.072 eV
**ΔE to the lowest compared entry with this formula, charge and spin**: 100.7 kJ/mol

CARTESIAN COORDINATES (ANGSTROEM)
C  0.3476  0.7354  -1.5837
N  -0.0046  -0.0827  -0.4121
C  -0.3065  0.7619  0.8010
O  -1.3688  1.5285  0.7183
H  0.8970  0.2007  -2.3439
H  0.9374  1.5981  -1.1770
H  -0.4704  1.2085  -2.1488
H  -0.9418  -0.3675  -0.7187
H  0.6265  1.4958  0.8287
H  -0.2929  -0.0333  1.5805
H  1.5010  -1.8322  0.1771
H  0.2460  -1.9935  0.7603
O  1.0183  -2.5574  0.6162

Results of the natural (NBO) charge analysis, in e, for atoms 1 through 8: atom 1 (C): -0.424, atom 2 (N): -0.734, atom 3 (C): 0.146, atom 4 (O): -0.933, atom 5 (H): 0.161, atom 6 (H): 0.184, atom 7 (H): 0.166, atom 8 (H): 0.343

***

Density functional theory data (ωB97M-V/def2-TZVPD) for 2 unconnected molecules or ions with the total composition C2H8NO2.

Results
**Net charge**: -1
**Highest occupied orbital energy**: -0.10036 Eh
**F_max**: 0.51 eV Å⁻¹
**Gap between HOMO and LUMO**: 7.177 eV
**ΔE to the lowest compared entry with this formula, charge and spin**: 47.0 kJ/mol

CARTESIAN COORDINATES (ANGSTROEM)
C  0.5984  -1.5869  0.2094
N  0.3094  -0.2343  -0.2487
C  -1.1563  0.1410  0.0198
O  -2.0544  -0.7254  -0.3935
H  -0.1100  -1.8742  0.9843
H  0.4825  -2.3584  -0.5519
H  1.5987  -1.6622  0.6573
H  0.3843  -0.2291  -1.2612
H  -1.1495  0.3347  1.1263
H  -1.2253  1.1490  -0.4743
H  1.2329  1.2736  0.1204
H  1.1376  2.7920  0.3712
O  1.7925  2.0953  0.2580

Results of the natural (NBO) charge analysis, in e, for atoms 1 through 8: atom 1 (C): -0.416, atom 2 (N): -0.721, atom 3 (C): 0.146, atom 4 (O): -0.932, atom 5 (H): 0.201, atom 6 (H): 0.173, atom 7 (H): 0.159, atom 8 (H): 0.341

***

Density functional theory data (ωB97M-V/def2-TZVPD) for a molecular structure, C2H8NO2 at a distorted geometry.

Results
**Net charge**: -1
**Highest occupied orbital energy**: -0.13739 Eh
**F_max**: 1.12 eV Å⁻¹
**Gap between HOMO and LUMO**: 8.349 eV
**ΔE to the lowest compared entry with this formula, charge and spin**: 42.1 kJ/mol

CARTESIAN COORDINATES (ANGSTROEM)
C  0.4542  2.6102  -0.3373
O  -0.3796  1.5559  -0.6154
H  0.1534  3.1933  0.5382
H  0.5239  3.3461  -1.1603
H  1.4864  2.3033  -0.1450
N  -0.1274  -2.6007  -0.1747
C  -0.4746  -1.3715  0.6412
O  0.4587  -0.3944  0.6006
H  0.5141  -3.1164  0.4041
H  0.3667  -2.2820  -0.9921
H  -0.5859  -1.7686  1.6619
H  -1.4560  -1.0336  0.2663
H  0.0547  0.5922  -0.0351

Results of the natural (NBO) charge analysis, in e, for atoms 1 through 8: atom 1 (C): -0.214, atom 2 (O): -0.862, atom 3 (H): 0.108, atom 4 (H): 0.113, atom 5 (H): 0.127, atom 6 (N): -0.898, atom 7 (C): 0.121, atom 8 (O): -0.865